1.
Below is an isolated molecule of C4H6O2 in a non-equilibrium geometry, with properties calculated with wB97M-V/def2-TZVPD.

The total energy comes out at -8338.5205 eV. The calculation puts the HOMO-LUMO gap at 10.745 eV. The energy above the lowest of the compared OMol25 structures with the same formula, charge and spin comes out at 1.941 eV. As for the LUMO energy: 0.9 eV. The structure (SMILES) is C=C[C@@H](O)C=O.

Geometry as ORCA input:
```
! wB97M-V def2-TZVPD RIJCOSX def2/J DEFGRID3
* xyz 0 1
C -1.53582 -0.67414 0.07569
C 1.60485 -0.06055 0.70756
C -0.43166 -0.56590 -0.66619
H 1.16654 0.88544 -1.12302
H 1.53647 0.23577 1.77605
C 0.58096 0.51042 -0.27294
H -0.26464 -1.17766 -1.54885
O 2.45319 -0.82647 0.32020
H -2.34161 -1.36949 -0.12904
O -0.17675 1.57521 0.25741
H -1.65558 -0.03280 0.94731
H -0.93594 1.50017 -0.34417
*
```

=====

2.
Below is a 2-piece molecular cluster, C4H6O2 overall, with properties calculated with wB97M-V/def2-TZVPD.

The total energy comes out at -8335.2923 eV. The calculation puts the HOMO-LUMO gap (spin up / spin down) at 7.910 / 7.908 eV. The energy above the lowest of the compared OMol25 structures with the same formula, charge and spin comes out at 5.169 eV. As for the LUMO energy (spin up / spin down): -0.7 / -0.7 eV.

Geometry as ORCA input:
```
! wB97M-V def2-TZVPD RIJCOSX def2/J DEFGRID3
* xyz 0 1
H 0.12099 -0.17070 1.66864
C 1.85024 0.27551 0.20822
H -0.73887 -1.63066 0.94237
H -2.34617 1.05432 -1.27439
C -0.61444 0.16165 -0.25236
H 2.12800 1.32206 0.19899
O 0.16771 1.06485 -0.66871
H 2.14301 -0.24531 1.11290
C -1.95989 0.07757 -0.92085
H 2.04056 -0.26751 -0.70835
C -0.23569 -0.68148 0.77856
O -2.55546 -0.96030 -1.08502
*
```

=====

3.
Below is a 2-piece molecular cluster, C4H6O2 overall, with properties calculated with wB97M-V/def2-TZVPD.

The total energy comes out at -8340.0981 eV. The calculation puts the HOMO-LUMO gap at 10.501 eV. The energy above the lowest of the compared OMol25 structures with the same formula, charge and spin comes out at 0.363 eV. As for the LUMO energy: 0.8 eV. The structure (SMILES) is O=C=O.C=CC.

Geometry as ORCA input:
```
! wB97M-V def2-TZVPD RIJCOSX def2/J DEFGRID3
* xyz 0 1
C 0.56188 1.17322 -1.73394
H 1.57969 -0.30607 1.44974
O 1.52862 0.74385 -1.24183
C 0.48502 -0.26774 1.45985
O -0.34333 1.66161 -2.28197
H 0.13539 -0.91182 2.27395
C -0.10784 -0.76010 0.17379
H -1.58831 -0.64765 -1.33640
C -1.18734 -0.24795 -0.41000
H 0.17666 0.75926 1.68310
H 0.41387 -1.58573 -0.30868
H -1.70074 0.61239 0.01158
*
```

=====

4.
Below is a 2-piece molecular cluster, C4H6O2 overall, with properties calculated with wB97M-V/def2-TZVPD.

The total energy comes out at -8335.7472 eV. The calculation puts the HOMO-LUMO gap at 9.691 eV. The energy above the lowest of the compared OMol25 structures with the same formula, charge and spin comes out at 4.714 eV. As for the LUMO energy: 0.7 eV.

Geometry as ORCA input:
```
! wB97M-V def2-TZVPD RIJCOSX def2/J DEFGRID3
* xyz 0 1
C 1.71878 0.86969 0.31918
C 0.30920 -0.62599 0.34566
H -1.92166 -2.15577 0.17554
H -0.29194 1.28898 1.16495
H -1.31979 -1.67154 -1.51738
C 0.18978 0.89614 0.26318
O 1.62227 -0.57021 0.50465
H 2.24528 1.06639 -0.61633
H -0.31977 1.30900 -0.61084
C -1.91352 -1.39427 -0.62255
O -2.54531 -0.36300 -0.56383
H 2.22667 1.35058 1.15776
*
```

=====

5.
Below is an isolated molecule of C4H6O2 in a non-equilibrium geometry, with properties calculated with wB97M-V/def2-TZVPD.

The total energy comes out at -8335.5027 eV. The calculation puts the HOMO-LUMO gap at 10.367 eV. The energy above the lowest of the compared OMol25 structures with the same formula, charge and spin comes out at 4.958 eV. As for the LUMO energy: 0.9 eV. The structure (SMILES) is C1OCC12CO2.

Geometry as ORCA input:
```
! wB97M-V def2-TZVPD RIJCOSX def2/J DEFGRID3
* xyz 0 1
H -1.93958 0.57435 -1.47613
H 1.31907 1.38199 -0.50028
C 0.95688 0.74439 0.32618
H 0.53011 -1.96946 0.79580
O -1.42851 -0.40751 0.44050
H 0.78769 1.34401 1.21878
H -2.25721 1.41470 0.08986
C -1.64215 0.65118 -0.44152
H 1.20989 -1.90733 -0.85300
O 1.83043 -0.37896 0.45394
C -0.21607 -0.09270 -0.12067
C 0.84104 -1.29300 -0.02681
*
```

=====

6.
Below is C4H6O2 as an isolated structure, with properties calculated with wB97M-V/def2-TZVPD.

The total energy comes out at -8339.8302 eV. The calculation puts the HOMO-LUMO gap at 11.406 eV. The energy above the lowest of the compared OMol25 structures with the same formula, charge and spin comes out at 0.631 eV. As for the LUMO energy: 0.9 eV.

Geometry as ORCA input:
```
! wB97M-V def2-TZVPD RIJCOSX def2/J DEFGRID3
* xyz 0 1
H -1.54667 0.11938 1.33290
H -2.13386 0.73761 -0.22486
H 0.75622 1.21210 0.95523
C 1.70092 -0.51504 0.06672
H -2.17626 -1.00324 0.09166
H -0.32732 -0.37263 -1.45001
O 0.59026 -1.31440 0.13009
C -0.23680 -0.21180 -0.37159
H 1.23167 1.51697 -0.75485
O 2.84335 -0.84800 0.00096
C -1.59951 -0.08784 0.25939
C 0.89801 0.76689 -0.03562
*
```

=====

7.
Below is C4H6O2 as an isolated structure in a non-equilibrium geometry, with properties calculated with wB97M-V/def2-TZVPD.

The total energy comes out at -8337.2605 eV. The calculation puts the HOMO-LUMO gap at 8.751 eV. The energy above the lowest of the compared OMol25 structures with the same formula, charge and spin comes out at 3.201 eV. As for the LUMO energy: 0.9 eV.

Geometry as ORCA input:
```
! wB97M-V def2-TZVPD RIJCOSX def2/J DEFGRID3
* xyz 0 1
C 0.34794 -1.28767 0.97936
C -0.53721 0.14772 -0.07514
H -0.64277 1.06073 -1.95500
O -0.62698 1.91987 -1.49445
H 0.75874 -0.97099 1.94073
C -0.91810 1.41549 -0.25280
O -0.98462 -0.75181 0.86563
H 1.63549 0.26233 -0.00447
H 0.37129 -2.37473 0.87470
H 1.13346 -1.04540 -1.10657
H -1.38369 2.08917 0.45645
C 0.84643 -0.46471 -0.22845
*
```

=====

8.
Below is an isolated molecule of C4H6O2 in a non-equilibrium geometry, with properties calculated with wB97M-V/def2-TZVPD.

The total energy comes out at -8338.1821 eV. The calculation puts the HOMO-LUMO gap at 11.091 eV. The energy above the lowest of the compared OMol25 structures with the same formula, charge and spin comes out at 2.279 eV. As for the LUMO energy: 1.0 eV. The structure (SMILES) is C=C(C)OC=O.

Geometry as ORCA input:
```
! wB97M-V def2-TZVPD RIJCOSX def2/J DEFGRID3
* xyz 0 1
C -0.10371 0.32368 0.27981
H 1.21098 1.97208 1.06062
C 0.80263 -1.59662 0.78322
H -0.53104 -0.71694 -1.37783
C 0.32736 1.51054 0.42540
O 1.13140 -1.58097 -0.38068
C -0.97868 0.12304 -0.95891
H -1.94921 -0.16011 -0.63067
O 0.02872 -0.69980 1.22844
H -1.09826 0.94633 -1.64345
H 1.01284 -2.37582 1.47426
H 0.14697 2.25459 -0.26020
*
```